Density functional theory data (ωB97M-V with the def2-TZVPD basis set) for a molecular structure, C2H3BaF6N3O14S6 in a non-equilibrium geometry.

CARTESIAN COORDINATES (ANGSTROEM)
Ba (0.510, -0.752, -0.178)
N (1.139, -1.306, 2.322)
S (2.385, -0.795, 3.000)
O (3.529, -1.737, 3.181)
O (2.374, 0.279, 3.958)
F (2.926, -0.096, 1.657)
S (0.447, -1.552, 3.852)
O (-0.239, -0.391, 4.448)
O (1.125, -2.438, 4.794)
F (-0.834, -2.504, 3.563)
N (1.500, 0.943, -1.910)
S (2.911, 1.945, -1.742)
O (2.835, 3.386, -1.882)
O (4.223, 1.422, -2.111)
F (2.970, 1.833, -0.124)
S (1.242, 1.523, -3.301)
O (2.352, 1.301, -4.196)
O (0.492, 2.783, -3.485)
F (0.216, 0.364, -3.702)
N (-0.946, 1.307, 0.657)
S (-2.638, 1.139, 1.084)
O (-3.654, 1.416, 0.008)
O (-2.956, 1.460, 2.488)
F (-2.725, -0.493, 1.164)
S (-0.926, 2.733, 0.506)
O (-1.302, 3.479, 1.688)
O (-1.159, 3.331, -0.824)
F (0.658, 2.975, 0.577)
C (-2.693, -3.525, -2.551)
C (-1.967, -2.519, -1.753)
O (-1.587, -2.775, -0.577)
O (-1.692, -1.427, -2.170)
H (-3.256, -3.087, -3.375)
H (-3.339, -4.171, -1.956)
H (-1.919, -4.051, -3.110)

Properties
energy above the lowest of the compared OMol25 structures with the same formula, charge and spin: 0.954 eV
net charge: -2
maximum force: 14.259 eV Å⁻¹
highest occupied orbital energy: -4.063 eV
E: -4309.49777 hartree

Results of the Mulliken charge analysis, in e, for atoms 1 through 5: 2.21 -0.14 0.90 -0.65 -0.53

***

Density functional theory data (ωB97M-V with the def2-TZVPD basis set) for a molecular structure, C2H3BaO2 in a non-equilibrium geometry.

CARTESIAN COORDINATES (ANGSTROEM)
O (-0.401, -0.288, 0.937)
C (0.456, 0.767, 0.368)
O (0.706, 1.886, 0.980)
C (-0.215, 2.996, 0.874)
H (0.109, 3.682, 0.085)
H (-1.228, 2.622, 0.686)
H (-0.169, 3.505, 1.840)
Ba (-0.081, -1.477, -1.350)

Properties
energy above the lowest of the compared OMol25 structures with the same formula, charge and spin: 1.245 eV
net charge: 0
<S²>: 0.75
maximum force: 6.541 eV Å⁻¹
highest occupied orbital energy (spin up / spin down): -4.571 / -7.702 eV
multiplicity: 2
E: -253.82456 hartree

Results of the Mulliken charge analysis, in e, for atoms 1 through 5: -0.60 0.03 -0.21 -0.59 0.25

***

Density functional theory data (ωB97M-V with the def2-TZVPD basis set) for a molecular structure, C2H3BeO2 in a non-equilibrium geometry.

CARTESIAN COORDINATES (ANGSTROEM)
O (1.351, 1.980, 0.785)
Be (0.942, 0.492, 0.207)
O (2.091, 1.579, -0.242)
C (-1.221, -0.565, -0.263)
C (0.074, -0.728, 0.068)
H (-1.953, -1.385, -0.247)
H (-1.629, 0.403, -0.583)
H (0.346, -1.776, 0.275)

Properties
energy above the lowest of the compared OMol25 structures with the same formula, charge and spin: 0.275 eV
net charge: 0
<S²>: 0.76
maximum force: 5.939 eV Å⁻¹
highest occupied orbital energy (spin up / spin down): -10.191 / -10.073 eV
multiplicity: 2
E: -243.11605 hartree

Results of the Mulliken charge analysis, in e, for atoms 1 through 5: -0.07 0.06 -0.06 -0.73 -0.01

***

Density functional theory data (ωB97M-V with the def2-TZVPD basis set) for C2H3Br2N in the gas phase in a non-equilibrium geometry.

CARTESIAN COORDINATES (ANGSTROEM)
C (0.965, 1.047, 0.076)
C (1.956, 1.823, 0.018)
N (-0.551, -1.445, -0.185)
Br (-0.786, 0.381, 0.004)
Br (-3.433, -0.573, -0.023)
H (-1.270, -1.886, 0.360)
H (2.658, 2.509, -0.274)
H (0.462, -1.856, 0.024)

Properties
energy above the lowest of the compared OMol25 structures with the same formula, charge and spin: 5.630 eV
net charge: 0
maximum force: 7.342 eV Å⁻¹
highest occupied orbital energy: -8.848 eV
E: -5280.56208 hartree

Results of the Mulliken charge analysis, in e, for atoms 1 through 5: -0.54 0.07 -0.55 0.66 -0.65

***

Density functional theory data (ωB97M-V with the def2-TZVPD basis set) for a molecular structure, C2H3Br2OP in a non-equilibrium geometry.

CARTESIAN COORDINATES (ANGSTROEM)
C (-0.454, -0.164, 0.622)
C (-0.099, -0.121, -1.259)
O (1.386, 0.517, 2.550)
P (1.228, -0.317, 1.391)
Br (-1.616, -0.136, -2.426)
Br (1.049, 1.508, -1.412)
H (-0.863, 0.825, 0.947)
H (-1.006, -1.106, 0.973)
H (0.375, -1.006, -1.384)

Properties
energy above the lowest of the compared OMol25 structures with the same formula, charge and spin: 2.956 eV
net charge: 0
maximum force: 5.757 eV Å⁻¹
highest occupied orbital energy: -9.367 eV
E: -5642.56037 hartree

Results of the Mulliken charge analysis, in e, for atoms 1 through 5: -0.66 -0.39 -0.40 0.36 -0.05

***

Density functional theory data (ωB97M-V with the def2-TZVPD basis set) for a molecular structure, C2H3Br3ClP in a non-equilibrium geometry.

CARTESIAN COORDINATES (ANGSTROEM)
C (-0.702, 0.688, -0.665)
C (0.238, 0.495, 0.490)
P (0.756, -1.291, 0.981)
Cl (1.789, 1.371, 0.362)
Br (-0.524, 0.987, 2.242)
Br (-1.223, -2.154, 0.940)
Br (2.020, -2.106, -1.644)
H (-1.030, 1.626, -0.583)
H (-1.321, -0.107, -0.547)
H (-0.004, 0.491, -1.575)

Properties
energy above the lowest of the compared OMol25 structures with the same formula, charge and spin: 2.118 eV
net charge: 0
maximum force: 6.137 eV Å⁻¹
highest occupied orbital energy (spin up / spin down): -9.653 / -9.655 eV
E: -8601.56350 hartree

Results of the Mulliken charge analysis, in e, for atoms 1 through 5: -0.93 0.05 0.39 -0.10 -0.01

***

Density functional theory data (ωB97M-V with the def2-TZVPD basis set) for 2 unconnected molecules or ions with the total composition C2H3BrCl2Si in a non-equilibrium geometry.

CARTESIAN COORDINATES (ANGSTROEM)
C (-0.529, 0.213, 0.133)
C (0.426, 0.602, -0.554)
Si (1.749, 3.235, 0.490)
Cl (1.762, 4.476, -1.225)
Cl (0.539, 4.002, 1.849)
Br (3.732, 2.801, 1.289)
H (-1.283, -0.609, -0.042)
H (-0.803, 0.864, 0.946)
H (0.866, 0.327, -1.547)

Properties
energy above the lowest of the compared OMol25 structures with the same formula, charge and spin: 3.758 eV
net charge: 0
maximum force: 6.385 eV Å⁻¹
highest occupied orbital energy (spin up / spin down): -8.192 / -8.861 eV
E: -3861.88584 hartree

Results of the Mulliken charge analysis, in e, for atoms 1 through 5: -0.27 -0.37 0.60 -0.23 -0.16

***

Density functional theory data (ωB97M-V with the def2-TZVPD basis set) for a molecular structure, C2H3BrClI in a non-equilibrium geometry.

CARTESIAN COORDINATES (ANGSTROEM)
C (-0.737, 0.401, 0.332)
C (0.587, -0.292, -0.430)
Cl (-2.205, -0.528, -0.094)
Br (0.930, -2.129, 0.090)
I (2.364, 1.009, 0.058)
H (-1.077, 1.480, 0.116)
H (-0.424, 0.221, 1.389)
H (0.562, -0.161, -1.460)

Properties
energy above the lowest of the compared OMol25 structures with the same formula, charge and spin: 0.000 eV
net charge: 0
maximum force: 3.535 eV Å⁻¹
highest occupied orbital energy: -9.825 eV
E: -3409.87481 hartree

Results of the Mulliken charge analysis, in e, for atoms 1 through 5: -0.42 -0.64 -0.17 -0.01 0.07

***

Density functional theory data (ωB97M-V with the def2-TZVPD basis set) for 2 unconnected molecules or ions with the total composition C2H3BrClN in a non-equilibrium geometry.

CARTESIAN COORDINATES (ANGSTROEM)
C (-0.697, 0.498, 0.380)
C (0.949, -0.318, -0.605)
N (-1.894, 0.342, 0.808)
Cl (1.236, -1.893, 0.204)
Br (2.251, 0.953, -0.374)
H (0.774, -0.386, -1.710)
H (-0.066, 1.244, 0.779)
H (-2.554, -0.439, 0.516)

Properties
energy above the lowest of the compared OMol25 structures with the same formula, charge and spin: 2.145 eV
net charge: 0
<S²>: 2.01
maximum force: 7.026 eV Å⁻¹
highest occupied orbital energy (spin up / spin down): -5.930 / -10.910 eV
multiplicity: 3
E: -3166.73381 hartree

Results of the Mulliken charge analysis, in e, for atoms 1 through 5: -0.11 -0.15 -0.43 -0.11 -0.04

***

Density functional theory data (ωB97M-V with the def2-TZVPD basis set) for 2 unconnected molecules or ions with the total composition C2H3BrClNO2 in a non-equilibrium geometry.

CARTESIAN COORDINATES (ANGSTROEM)
C (-1.099, 0.500, -0.653)
C (0.373, -0.237, 1.118)
N (1.241, -0.044, -0.037)
O (1.538, 1.112, -0.200)
O (1.612, -0.990, -0.675)
Cl (-0.157, -1.796, 1.387)
Br (-1.254, -1.099, -1.649)
H (-1.946, 0.848, -0.160)
H (-0.474, 1.215, -0.990)
H (0.167, 0.492, 1.859)

Properties
energy above the lowest of the compared OMol25 structures with the same formula, charge and spin: 3.477 eV
net charge: 0
maximum force: 4.260 eV Å⁻¹
highest occupied orbital energy (spin up / spin down): -9.184 / -9.148 eV
E: -3317.22450 hartree

Results of the Mulliken charge analysis, in e, for atoms 1 through 5: -0.55 -0.36 0.81 -0.58 -0.50